No. 1
Here is an isolated molecule of C18H31N3O2 from OMol25. Energies are from the ωB97M-V functional and the def2-TZVPD basis.

Each line ends with the Mulliken charge.
Element x y z (Å)
C: -0.79325 -4.96864 4.76122  -1.584
H: 0.06201 -5.28878 4.17089  0.386
H: -1.68608 -5.43529 4.35092  0.325
H: -0.65829 -5.32322 5.78052  0.442
C: -0.93057 -3.44746 4.73352  0.787
C: -2.11762 -3.01744 5.59240  -1.483
H: -2.17542 -1.93528 5.67333  0.369
H: -2.02266 -3.42453 6.59668  0.436
H: -3.04738 -3.38363 5.16204  0.297
C: -1.07469 -2.97118 3.28469  -0.849
H: -2.01470 -3.33874 2.87015  0.305
H: -0.26961 -3.39889 2.68501  0.392
C: -1.02386 -1.45334 3.13794  -0.331
C: -1.01964 -1.03245 1.71873  0.460
N: -1.04582 -1.84362 0.70021  -0.502
O: -1.02856 -1.04023 -0.40201  -0.120
C: -0.97945 0.21743 0.04303  0.010
N: -0.98128 0.28187 1.33897  -0.645
C: -0.96183 1.35423 -0.91468  -0.269
N: 0.07523 1.19003 -1.91379  0.623
C: 1.40222 1.50016 -1.41726  -1.238
H: 2.05244 1.68904 -2.27405  0.490
C: 2.03095 0.34279 -0.61639  0.418
H: 1.53277 0.25106 0.35347  0.210
O: 3.38755 0.65109 -0.33108  -0.519
C: 4.19681 -0.01208 -1.27746  -0.487
H: 5.19569 -0.10175 -0.84913  0.376
C: 3.50539 -1.35272 -1.52510  -0.536
H: 3.76196 -1.77875 -2.49217  0.325
H: 3.78179 -2.05926 -0.74251  0.256
C: 2.02418 -0.97850 -1.41170  -0.534
H: 1.45017 -1.75084 -0.90632  0.218
H: 1.57565 -0.80915 -2.38951  0.303
H: 4.25978 0.56995 -2.20944  0.249
H: 1.41222 2.39741 -0.77809  0.193
C: -0.24359 1.81277 -3.18672  -1.830
C: -0.35227 3.33943 -3.19014  1.089
H: 0.48724 3.76220 -2.63551  0.292
C: -0.49559 3.99723 -4.57509  -0.951
H: -0.84514 3.29363 -5.32869  0.364
H: 0.38171 4.51569 -4.95590  0.309
C: -1.62398 4.87964 -4.02167  -0.509
H: -1.29406 5.89188 -3.79841  0.226
H: -2.53055 4.92916 -4.62086  0.318
C: -1.68660 3.98702 -2.77388  -0.893
H: -1.69717 4.49953 -1.81401  0.304
H: -2.52058 3.28805 -2.80960  0.253
H: 0.54007 1.52019 -3.89248  0.325
H: -1.18258 1.37707 -3.54183  0.549
H: -0.86014 2.27879 -0.32500  0.170
H: -1.93106 1.36670 -1.42047  0.462
H: -1.88002 -0.97802 3.62169  0.269
H: -0.12347 -1.05082 3.61066  0.217
H: -0.01831 -3.00944 5.15488  0.266

Total energy (eV): -27732.680
Energy above the lowest of the compared OMol25 structures with the same formula, charge and spin (eV): 2.7319
SMILES: CC(C)CCc1noc(CN(CC2CCC2)C[C@H]2CCCO2)n1
Maximum force (hartree/bohr): 0.0229
Multiplicity: 1
Kohn-Sham gap (eV): 9.5
E_LUMO (eV): 0.86

No. 2
Here is a cluster of 2 separate species, C7H14NO in total from OMol25. Energies are from the ωB97M-V functional and the def2-TZVPD basis.

Each line ends with the Mulliken charge.
Element x y z (Å)
C: -1.83316 -1.30823 1.00685  -1.349
C: 0.49680 -1.48573 -0.21172  -0.615
C: 1.10602 -0.53967 -1.12544  0.054
C: -0.67828 -1.39896 0.35301  0.370
C: 2.27541 0.79291 0.73083  -1.057
C: 2.38777 -0.08493 -0.47919  -0.656
C: -2.31897 0.71526 -0.22368  -0.069
N: -1.72061 1.60114 0.53414  -0.199
O: -2.00988 0.78957 -1.48486  -0.374
H: -1.80040 -0.87907 2.00491  0.398
H: -2.77583 -1.76818 0.71432  0.445
H: 1.10008 -2.29712 -0.05683  0.565
H: 1.28514 -1.15609 -2.03823  0.247
H: 3.31771 0.92072 0.94937  0.367
H: 1.62644 0.20464 1.40329  0.277
H: 1.82262 1.68437 0.46981  0.255
H: 3.05173 0.42129 -1.18852  0.420
H: 2.83682 -0.94033 -0.00817  0.360
H: -3.19179 0.21948 0.15457  0.488
H: -0.95119 2.23109 0.29874  0.262
H: 0.38956 0.27016 -1.19280  0.181
H: -2.04945 1.75999 1.50323  0.282
H: -2.36653 0.24768 -2.11362  0.349

Total energy (eV): -11013.689
Energy above the lowest of the compared OMol25 structures with the same formula, charge and spin (eV): 4.1308
Maximum force (hartree/bohr): 0.0808
Multiplicity: 1
Charge: +1
Kohn-Sham gap (eV): 9.3
E_LUMO (eV): -4.01

No. 3
Here is an isolated molecule of C14H15Br2NO3 from OMol25. Energies are from the ωB97M-V functional and the def2-TZVPD basis.

Each line ends with the Mulliken charge.
Element x y z (Å)
C: 0.49584 2.34202 4.90797  -1.465
C: 0.48535 1.72409 3.54639  0.724
C: -0.63871 1.05415 3.07870  -0.663
C: -0.64834 0.52943 1.80167  0.114
C: 0.44861 0.62762 0.94591  0.519
C: 1.58525 1.26101 1.44966  0.026
C: 1.59732 1.81167 2.71996  -0.643
H: 2.49290 2.30109 3.07037  0.406
Br: 3.18402 1.29197 0.43319  -0.153
N: 0.39784 0.11651 -0.35529  -0.067
C: 0.60336 0.88007 -1.46683  0.438
O: 0.93334 2.03900 -1.44132  -0.599
C: 0.40117 0.11601 -2.76657  -0.466
H: -0.15922 0.73855 -3.47297  0.397
H: 1.38789 -0.07653 -3.20728  0.250
O: -0.27846 -1.11094 -2.54577  -0.157
C: -0.91836 -1.64537 -3.61514  0.173
O: -0.90448 -1.13374 -4.70342  -0.607
C: -1.62539 -2.89430 -3.27804  -0.104
C: -1.12813 -3.79023 -2.16615  -0.791
C: -2.38044 -3.01422 -1.96803  0.744
C: -3.71824 -3.70356 -1.95986  -1.568
H: -4.49931 -3.02147 -2.28902  0.362
H: -3.95804 -4.03417 -0.95113  0.375
H: -3.71203 -4.56912 -2.61760  0.317
H: -2.33208 -2.15340 -1.31316  0.080
H: -0.23325 -3.48627 -1.64595  0.199
H: -1.20219 -4.85433 -2.33099  0.293
H: -2.06430 -3.36084 -4.15009  0.448
H: -0.07183 -0.76981 -0.49738  0.167
Br: -2.20464 -0.37770 1.18374  -0.189
H: -1.51154 0.95082 3.70508  0.405
H: -0.20162 1.83609 5.57039  0.378
H: 1.49186 2.30349 5.34152  0.372
H: 0.19956 3.38889 4.83879  0.285

Total energy (eV): -162479.338
Energy above the lowest of the compared OMol25 structures with the same formula, charge and spin (eV): 0.0561
SMILES: Cc1cc(Br)c(NC(=O)COC(=O)[C@H]2C[C@@H]2C)c(Br)c1
Maximum force (hartree/bohr): 0.0152
Multiplicity: 1
Kohn-Sham gap (eV): 9.6
E_LUMO (eV): 0.50

> energy above the lowest of the compared OMol25 structures with the same formula, charge and spin of number 2 (C7H14NO)?

4.1308 eV

> Which of these has the highest Kohn-Sham gap?

C14H15Br2NO3

> What is the formula in the first record?

C18H31N3O2

Please write out number 3 again, unchanged.
Here is an isolated molecule of C14H15Br2NO3 from OMol25. Energies are from the ωB97M-V functional and the def2-TZVPD basis.

Each line ends with the Mulliken charge.
Element x y z (Å)
C: 0.49584 2.34202 4.90797  -1.465
C: 0.48535 1.72409 3.54639  0.724
C: -0.63871 1.05415 3.07870  -0.663
C: -0.64834 0.52943 1.80167  0.114
C: 0.44861 0.62762 0.94591  0.519
C: 1.58525 1.26101 1.44966  0.026
C: 1.59732 1.81167 2.71996  -0.643
H: 2.49290 2.30109 3.07037  0.406
Br: 3.18402 1.29197 0.43319  -0.153
N: 0.39784 0.11651 -0.35529  -0.067
C: 0.60336 0.88007 -1.46683  0.438
O: 0.93334 2.03900 -1.44132  -0.599
C: 0.40117 0.11601 -2.76657  -0.466
H: -0.15922 0.73855 -3.47297  0.397
H: 1.38789 -0.07653 -3.20728  0.250
O: -0.27846 -1.11094 -2.54577  -0.157
C: -0.91836 -1.64537 -3.61514  0.173
O: -0.90448 -1.13374 -4.70342  -0.607
C: -1.62539 -2.89430 -3.27804  -0.104
C: -1.12813 -3.79023 -2.16615  -0.791
C: -2.38044 -3.01422 -1.96803  0.744
C: -3.71824 -3.70356 -1.95986  -1.568
H: -4.49931 -3.02147 -2.28902  0.362
H: -3.95804 -4.03417 -0.95113  0.375
H: -3.71203 -4.56912 -2.61760  0.317
H: -2.33208 -2.15340 -1.31316  0.080
H: -0.23325 -3.48627 -1.64595  0.199
H: -1.20219 -4.85433 -2.33099  0.293
H: -2.06430 -3.36084 -4.15009  0.448
H: -0.07183 -0.76981 -0.49738  0.167
Br: -2.20464 -0.37770 1.18374  -0.189
H: -1.51154 0.95082 3.70508  0.405
H: -0.20162 1.83609 5.57039  0.378
H: 1.49186 2.30349 5.34152  0.372
H: 0.19956 3.38889 4.83879  0.285

Total energy (eV): -162479.338
Energy above the lowest of the compared OMol25 structures with the same formula, charge and spin (eV): 0.0561
SMILES: Cc1cc(Br)c(NC(=O)COC(=O)[C@H]2C[C@@H]2C)c(Br)c1
Maximum force (hartree/bohr): 0.0152
Multiplicity: 1
Kohn-Sham gap (eV): 9.6
E_LUMO (eV): 0.50